Record 1
Computed, not measured: a molecular structure, C32H27CaN6O4S, with ωB97M-V/def2-TZVPD.

Relative energy (zero: lowest compared OMol25 entry of this formula, charge and spin), eV: 0.000
Orbital gap, eV: 6.89
F_max, eV/Å: 0.4
Total energy, eV: -80032.6649
Total charge: -1
LUMO energy, eV: 2.655

The geometry in XYZ format:
```
71
Properties=species:S:1:pos:R:3:forces:R:3
Ca 0.0919 0.6991 -0.6859 -0.02 0.06 0.38
C -1.1306 -0.8650 5.7573 0.00 0.00 0.02
C -1.4403 -0.7447 4.2898 0.00 0.00 0.00
C -1.7055 -1.8655 3.5034 0.00 0.00 0.00
C -1.8899 -1.7556 2.1434 0.05 0.00 -0.06
C -1.8428 -0.5218 1.4576 -0.08 0.01 0.09
N -1.8867 -0.4492 0.0855 0.14 0.08 -0.19
C -2.7550 -1.2514 -0.5901 -0.10 -0.03 0.03
C -4.0591 -1.5249 -0.1088 0.01 0.02 0.02
C -4.9839 -2.2586 -0.8166 0.00 0.00 0.00
C -4.6930 -2.7760 -2.0792 0.03 0.00 -0.02
C -5.7226 -3.5159 -2.8893 -0.02 -0.01 -0.01
C -3.4204 -2.5383 -2.5676 0.00 0.00 0.01
C -2.4638 -1.8276 -1.8469 -0.11 -0.02 0.02
N -1.1545 -1.7926 -2.4229 0.05 -0.05 -0.03
C -0.5021 -2.8676 -2.9107 0.00 0.03 0.01
C 0.6291 -2.4173 -3.5497 -0.01 -0.01 -0.01
C 0.5802 -1.0256 -3.3961 0.02 0.04 0.06
N -0.4999 -0.6535 -2.7212 -0.11 0.06 0.10
C -1.6507 0.6076 2.2807 0.04 -0.13 0.14
C -1.4158 0.4790 3.6484 0.01 0.02 -0.03
N -1.7450 1.9433 1.7884 -0.16 0.17 0.01
C -2.3613 2.9696 2.4180 -0.10 -0.04 -0.09
C -2.1790 4.0960 1.6510 0.10 0.02 0.07
C -1.4051 3.6609 0.5632 -0.12 -0.04 -0.14
N -1.1690 2.3622 0.6525 0.32 -0.16 -0.06
H -1.6352 -1.7270 6.1967 0.00 0.00 0.00
H -1.4461 0.0241 6.3054 0.00 0.00 0.00
H -0.0580 -0.9901 5.9272 0.00 0.00 0.00
H -1.7360 -2.8479 3.9638 0.00 0.00 0.01
H -2.0518 -2.6475 1.5506 0.00 0.00 -0.01
H -4.3261 -1.1193 0.8594 0.00 0.00 0.00
H -5.9674 -2.4205 -0.3863 -0.01 0.00 -0.01
H -6.3778 -4.1098 -2.2494 0.00 0.00 0.01
H -5.2522 -4.1930 -3.6040 0.00 0.00 0.00
H -6.3577 -2.8313 -3.4583 0.00 0.00 0.00
H -3.1394 -2.9190 -3.5442 0.00 0.00 0.00
H -0.8950 -3.8575 -2.7549 0.01 -0.01 0.00
H 1.3881 -3.0068 -4.0322 0.01 0.00 0.00
H 1.2841 -0.2722 -3.7148 0.02 -0.02 -0.02
H -1.1916 1.3761 4.2142 -0.01 0.01 0.00
H -2.8985 2.8065 3.3356 -0.01 0.00 0.00
H -2.5475 5.0871 1.8476 0.01 0.01 0.01
H -1.0136 4.2052 -0.2844 0.01 0.02 0.00
O 1.3206 -1.1600 -0.1947 0.00 0.00 -0.13
N 2.2867 -1.3938 0.6610 -0.04 -0.04 0.00
C 2.7868 -2.6499 0.6899 0.01 0.07 0.00
C 3.7894 -3.0103 1.5461 -0.02 -0.03 -0.03
C 4.3001 -2.0361 2.4111 0.00 0.03 0.01
C 3.7824 -0.7692 2.3752 0.02 -0.06 0.01
C 2.7416 -0.4021 1.4920 0.00 0.01 0.00
S 2.0711 1.1535 1.4381 -0.14 0.08 -0.08
H 2.3100 -3.3035 -0.0246 0.03 -0.04 0.02
H 4.1616 -4.0242 1.5359 0.00 0.00 0.00
H 5.0967 -2.2778 3.1031 0.00 -0.01 0.00
H 4.1525 0.0066 3.0294 -0.01 0.01 -0.01
O 3.4258 1.2202 -2.2113 0.04 -0.04 0.02
C 3.8599 2.4961 -2.1661 0.00 -0.07 0.00
C 5.2398 2.7069 -2.1777 -0.02 -0.02 0.00
C 5.7479 3.9901 -2.1399 0.00 0.00 0.00
C 4.8898 5.0851 -2.0915 0.02 0.02 0.00
C 3.5238 4.8693 -2.0848 -0.03 -0.03 -0.01
C 2.9821 3.5865 -2.1215 0.00 0.08 -0.04
C 1.4734 3.4437 -2.1168 -0.09 0.19 0.03
O 0.7846 4.4581 -2.1689 -0.04 -0.08 0.08
O 1.0047 2.2421 -2.0521 0.30 -0.23 -0.02
H 2.4503 1.2820 -2.0976 -0.03 0.12 -0.12
H 5.8859 1.8389 -2.2065 0.01 0.01 0.00
H 6.8215 4.1390 -2.1432 0.00 0.00 0.00
H 5.2849 6.0923 -2.0581 0.01 0.00 0.00
H 2.8226 5.6927 -2.0525 0.00 0.01 0.00
```
Positions in Å, forces in eV/Å.

---

Record 2
Computed, not measured: 2 unconnected molecules or ions with the total composition C27H25Br2NO2, with ωB97M-V/def2-TZVPD.

Relative energy (zero: lowest compared OMol25 entry of this formula, charge and spin), eV: 0.000
Orbital gap, eV: 6.35
SMILES: COc1ccc(C=C2C=C(Br)C(=O)C(Br)=C2)cc1.C1=C(N2CCCC2)c2ccccc2C1
F_max, eV/Å: 2.0
Total energy, eV: -174073.1194
LUMO energy, eV: -1.257

The geometry in XYZ format:
```
57
Properties=species:S:1:pos:R:3:forces:R:3
C 6.0471 -4.5062 0.2389 0.28 -0.18 0.12
O 4.8936 -4.3816 -0.5596 -0.90 1.03 -0.13
C 4.2341 -3.1744 -0.4481 -0.19 0.08 -0.02
C 4.6560 -2.1051 0.3597 0.58 -1.30 -0.27
C 3.9254 -0.9559 0.4473 -0.94 0.61 -0.54
C 2.7313 -0.7893 -0.2802 0.61 -0.63 0.06
C 1.9275 0.3991 -0.1639 -0.41 0.87 1.36
C 1.7012 1.1096 1.0006 0.28 -0.86 -1.23
C 0.9546 2.3399 0.9761 -0.38 0.37 0.27
C 0.6121 2.9655 2.1152 0.05 -0.14 -1.01
Br -0.3697 4.5527 2.1420 -0.14 0.24 -0.20
C 0.9605 2.4339 3.4150 -0.38 0.83 1.74
O 0.6409 2.9978 4.4515 0.08 -0.17 -0.32
C 1.6965 1.1893 3.4251 0.43 -0.74 -0.67
Br 2.0479 0.4083 5.0831 0.08 -0.07 0.27
C 2.0688 0.5813 2.2888 -0.01 -0.06 0.55
C 2.3397 -1.8370 -1.1346 0.06 0.73 0.54
C 3.0563 -2.9973 -1.1954 0.75 -0.88 0.12
H 6.4337 -5.5198 0.1255 -0.18 0.11 -0.11
H 6.8056 -3.7967 -0.0946 0.13 0.02 0.14
H 5.7964 -4.3411 1.2878 0.14 0.02 0.08
H 5.5737 -2.1903 0.9116 0.17 0.08 0.15
H 4.2885 -0.1367 1.0449 0.11 0.09 0.10
H 1.3898 0.7124 -1.0426 -0.07 0.23 -0.30
H 0.6686 2.7685 0.0306 -0.04 -0.01 -0.25
H 2.5791 -0.3638 2.3569 -0.02 -0.12 -0.07
H 1.4296 -1.7338 -1.6994 -0.18 -0.01 -0.19
H 2.7237 -3.8151 -1.8083 -0.07 -0.20 -0.21
C -1.4246 -0.7251 -1.1118 -0.35 0.34 0.22
C -2.4358 0.1712 -1.0310 0.44 1.14 -1.11
N -2.7222 1.1685 -1.9933 -0.65 0.09 -0.38
C -3.2102 2.5241 -1.6278 0.18 -0.63 0.39
C -3.1490 3.3934 -2.9000 -0.05 -0.11 0.02
C -2.3890 2.5575 -3.9606 -0.10 -0.10 0.03
C -1.9543 1.2599 -3.2560 -0.16 -0.41 0.87
C -3.1567 -0.0371 0.2428 -0.32 0.32 0.06
C -4.3104 0.5454 0.7573 0.17 -0.07 -0.23
C -4.7698 0.1397 1.9966 -0.06 -0.02 0.05
C -4.1004 -0.8385 2.7172 -0.03 0.01 0.14
C -2.9667 -1.4424 2.2020 0.09 0.04 -0.22
C -2.5088 -1.0428 0.9638 0.02 0.24 -0.54
C -1.3723 -1.5566 0.1348 0.28 -0.46 0.00
H -0.7426 -0.8068 -1.9403 0.10 -0.09 -0.06
H -2.5728 2.9138 -0.8263 -0.04 0.24 -0.01
H -4.2279 2.4627 -1.2331 0.17 0.10 -0.12
H -2.6555 4.3544 -2.7033 -0.05 -0.33 0.02
H -4.1607 3.6389 -3.2491 0.26 -0.14 0.09
H -3.0403 2.3312 -4.8141 0.11 0.01 0.26
H -1.5275 3.1012 -4.3685 -0.16 -0.18 0.18
H -2.1460 0.3676 -3.8617 0.06 0.09 0.05
H -0.8874 1.2666 -3.0111 0.25 0.09 -0.13
H -4.8599 1.2723 0.1866 -0.11 0.16 0.02
H -5.6655 0.5829 2.4033 -0.10 0.05 0.06
H -4.4713 -1.1369 3.6841 -0.07 -0.04 0.15
H -2.4497 -2.2181 2.7397 0.07 -0.18 0.20
H -1.5133 -2.6222 -0.0848 0.14 0.00 0.14
H -0.4220 -1.4389 0.6705 0.04 -0.12 -0.09
```
Positions in Å, forces in eV/Å.

---

Record 3
Computed, not measured: a single C4H5NO2 molecule, with ωB97M-V/def2-TZVPD.

Relative energy (zero: lowest compared OMol25 entry of this formula, charge and spin), eV: 3.565
Orbital gap, eV: 9.14
F_max, eV/Å: 0.6
Total energy, eV: -9810.7493
LUMO energy, eV: 0.522

The geometry in XYZ format:
```
12
Properties=species:S:1:pos:R:3:forces:R:3
C 1.4198 -0.0294 -1.0220 0.04 -0.02 0.02
C 0.2549 0.0206 -0.0883 0.08 0.00 -0.04
C -1.1068 -0.2173 -0.3934 0.07 -0.15 -0.35
O -1.9598 0.7410 0.3512 0.03 -0.03 0.16
C -1.4962 -0.0940 1.2601 -0.47 -0.32 0.28
O -1.9490 -0.7244 2.1594 0.40 0.40 -0.19
N 0.2752 0.2656 1.1975 0.29 0.12 -0.11
H 1.5196 0.9328 -1.5378 -0.06 -0.10 0.10
H 2.3554 -0.2520 -0.5035 -0.15 0.03 -0.04
H 1.2519 -0.7864 -1.7939 -0.01 0.08 0.13
H -1.5795 -0.6982 -1.2359 0.07 0.16 0.05
H 1.0144 0.8418 1.6066 -0.30 -0.16 0.00
```
Positions in Å, forces in eV/Å.

---

Record 4
Computed, not measured: a single C6H13NO molecule, with ωB97M-V/def2-TZVPD.

Relative energy (zero: lowest compared OMol25 entry of this formula, charge and spin), eV: 1.776
Orbital gap, eV: 10.52
SMILES: C=CCC[C@H](N)CO
F_max, eV/Å: 1.7
Total energy, eV: -9969.3980
LUMO energy, eV: 0.979

The geometry in XYZ format:
```
21
Properties=species:S:1:pos:R:3:forces:R:3
C 1.4913 2.2055 1.8063 -0.38 -0.97 0.71
C 0.3891 1.7336 1.2269 0.15 1.19 0.06
C 0.2000 1.5652 -0.2557 -0.44 -1.49 0.67
C -0.8452 0.4755 -0.5973 0.22 0.30 -0.56
C -0.2764 -0.9173 -0.8581 0.16 0.38 -0.12
N -1.2406 -1.8210 -1.4809 0.10 -0.12 -0.31
C 0.3183 -1.5915 0.3610 -0.11 0.01 0.52
O 0.6056 -2.9544 0.1279 0.02 0.09 -0.45
H 1.4112 2.4122 2.8703 0.35 -0.01 -0.07
H 2.4824 2.1928 1.3775 -0.04 0.46 -0.38
H -0.4675 1.6344 1.8941 -0.18 0.04 -0.37
H -0.1678 2.4795 -0.7191 0.45 0.23 0.12
H 1.1728 1.2422 -0.6369 -0.06 0.44 -0.49
H -1.6422 0.4472 0.1399 -0.08 -0.09 0.39
H -1.3487 0.7773 -1.5219 0.06 -0.06 -0.04
H 0.5417 -0.7808 -1.5728 -0.06 -0.16 -0.19
H -1.4671 -1.4637 -2.4000 -0.08 -0.15 -0.06
H -2.1129 -1.8991 -0.9692 0.10 0.12 0.18
H 1.2167 -1.0812 0.7193 0.10 0.00 -0.29
H -0.3879 -1.4810 1.1842 -0.36 -0.20 0.26
H 0.1272 -3.1749 -0.6954 0.07 0.00 0.42
```
Positions in Å, forces in eV/Å.

---

Record 5
Computed, not measured: 2 unconnected molecules or ions with the total composition CH2BrNO3, with ωB97M-V/def2-TZVPD.

Relative energy (zero: lowest compared OMol25 entry of this formula, charge and spin), eV: 0.410
Orbital gap, eV: 10.24
SMILES: O=C[N+](=O)[O-].Br
F_max, eV/Å: 0.9
Total energy, eV: -78740.8386
LUMO energy, eV: -1.044

The geometry in XYZ format:
```
8
Properties=species:S:1:pos:R:3:forces:R:3
O -1.7567 0.6572 0.9635 0.25 -0.06 -0.46
C -0.8752 0.4826 0.1998 0.10 0.09 0.90
N -1.1288 0.2972 -1.2841 -0.31 0.15 0.03
O -2.0269 0.9267 -1.7717 -0.23 0.08 -0.25
O -0.3868 -0.4889 -1.8233 0.27 -0.20 -0.14
H 0.1994 0.3944 0.4134 -0.05 -0.07 -0.05
Br 3.1235 -0.4703 1.8390 0.02 0.30 0.07
H 2.8516 -1.7990 1.4634 -0.05 -0.30 -0.09
```
Positions in Å, forces in eV/Å.

---

Record 6
Computed, not measured: a single C4H7NO2S molecule, with ωB97M-V/def2-TZVPD.

Relative energy (zero: lowest compared OMol25 entry of this formula, charge and spin), eV: 4.075
Orbital gap, eV: 9.96
SMILES: CCO/N=C\C(=O)S
F_max, eV/Å: 3.5
Total energy, eV: -20678.6613
LUMO energy, eV: 0.264

The geometry in XYZ format:
```
15
Properties=species:S:1:pos:R:3:forces:R:3
C 2.0159 -0.1086 0.8172 0.62 -2.02 2.83
C 1.5635 0.7468 -0.2813 -2.03 -1.31 -2.08
O 0.0799 0.4906 -0.3266 0.55 1.49 0.45
N -0.2449 -0.7193 -0.7847 -1.41 -2.13 -0.63
C -1.4717 -1.1278 -0.5968 0.49 0.37 -0.53
C -2.6042 -0.3224 0.1298 0.77 -0.54 -1.32
O -3.5328 -0.8924 0.6182 -0.24 -0.47 0.38
S -2.6569 1.4335 -0.0521 0.68 0.24 -0.04
H 3.0428 0.1885 1.1217 -0.57 -0.29 0.02
H 2.0583 -1.1951 0.4961 -0.04 1.28 0.32
H 1.3078 -0.1154 1.7933 1.60 0.46 -2.36
H 1.6468 1.8219 -0.0811 -0.05 -0.36 -0.38
H 1.9259 0.3828 -1.3251 -0.22 1.03 1.84
H -1.7974 -2.1355 -1.1129 0.89 2.15 1.36
H -1.3329 1.5523 -0.4158 -1.04 0.10 0.14
```
Positions in Å, forces in eV/Å.

---

Record 7
Computed, not measured: 3 unconnected molecules or ions with the total composition C16H38NO8P2S, with ωB97M-V/def2-TZVPD.

Orbital gap, eV: 6.61
F_max, eV/Å: 9.6
Total energy, eV: -64479.1611
Total charge: +1
LUMO energy, eV: -5.263

The geometry in XYZ format:
```
66
Properties=species:S:1:pos:R:3:forces:R:3
S -0.0204 4.9846 -1.4806 -0.19 -0.93 0.43
C -1.5537 3.9251 -1.2979 -1.16 -2.16 -0.51
C -1.3664 2.4465 -2.0059 -2.22 0.67 -0.29
C -2.9256 1.9352 -1.7362 0.15 3.05 -0.74
N -3.7464 3.0642 -1.8554 2.87 -3.84 0.44
C -2.9273 4.3392 -2.1477 -0.05 1.22 0.14
H 1.0486 4.1325 -1.0533 -1.84 0.63 -0.46
H -1.9786 3.6780 -0.2240 1.32 1.07 -1.81
H -0.4813 1.7541 -1.6803 -2.05 1.30 -0.57
H -1.3898 2.7205 -3.1587 0.50 -1.01 2.14
H -3.2305 0.8210 -1.4855 0.12 2.67 -0.57
H -4.7794 2.9908 -1.6999 1.29 0.31 -0.33
H -3.4968 5.3198 -1.8150 1.11 -2.32 -0.18
H -2.8240 4.4917 -3.3157 0.22 -0.74 2.33
O -0.6531 1.7167 5.5438 0.53 4.37 -1.48
P 0.5533 1.9624 4.6047 1.97 -9.32 1.42
O 0.1636 0.7391 3.5481 -0.86 0.92 -0.99
C -1.1465 0.6353 3.0138 -0.18 -0.43 0.08
C -1.2213 1.2692 1.6406 0.00 0.06 -0.34
O 1.6431 1.1026 5.5225 0.10 1.87 -0.75
C 1.4886 1.0487 6.9332 -0.19 -0.23 0.67
C 0.7685 -0.2279 7.3352 -0.09 -0.23 -0.09
O 1.9012 2.2369 3.5555 -1.55 2.81 1.47
C 1.7324 2.9686 2.3587 0.27 0.18 -0.38
C 1.0149 4.2866 2.5600 0.21 0.17 0.00
H -1.8970 1.0828 3.6707 0.16 -0.06 0.10
H -1.3775 -0.4308 2.9331 0.07 0.04 0.06
H -1.0897 2.3493 1.7054 -0.01 0.16 0.02
H -2.1967 1.0748 1.1804 -0.02 -0.04 0.06
H -0.4397 0.8763 0.9844 -0.07 -0.05 0.08
H 0.9716 1.9393 7.3039 -0.03 -0.22 -0.06
H 2.4887 1.0558 7.3788 -0.03 0.03 -0.24
H -0.1490 -0.3827 6.7568 0.10 0.25 0.15
H 0.5107 -0.2099 8.3975 0.05 -0.01 -0.08
H 1.4027 -1.0980 7.1434 0.01 0.11 0.08
H 1.2326 2.3455 1.6169 -0.20 -0.11 -0.02
H 2.7347 3.1691 1.9641 -0.02 -0.11 0.21
H 0.0237 4.1425 2.9986 -0.16 -0.07 -0.03
H 0.8965 4.8044 1.6032 -0.06 0.02 0.14
H 1.5795 4.9321 3.2398 -0.05 -0.07 -0.11
O -0.0331 -3.8941 -1.4824 -3.47 -0.05 -3.08
P 0.2426 -3.1538 -2.8141 8.58 1.96 3.66
O 1.7485 -3.8217 -3.0400 -0.99 -0.62 -0.69
C 1.9376 -5.2249 -2.9517 0.42 -0.59 0.12
C 1.9177 -5.8599 -4.3264 0.12 -0.14 -0.11
O 0.7500 -1.7374 -2.1031 -1.43 0.32 -0.97
C 0.2065 -1.3430 -0.8516 0.19 -0.36 0.36
C 1.1321 -1.7608 0.2790 0.18 -0.02 0.12
O 0.5506 -2.3267 -4.3020 -3.44 -0.77 0.97
C 0.3609 -2.9890 -5.5356 0.10 -0.14 -0.73
C -0.9853 -3.6731 -5.6458 -0.12 0.18 -0.14
H 1.1916 -5.7027 -2.3112 0.05 0.21 0.05
H 2.9162 -5.3893 -2.4915 -0.08 0.13 0.01
H 0.9236 -5.7942 -4.7685 -0.10 -0.07 -0.04
H 2.1904 -6.9195 -4.2640 -0.05 0.17 -0.01
H 2.6168 -5.3572 -5.0004 0.01 -0.09 0.11
H -0.8022 -1.7463 -0.7193 0.14 -0.09 0.09
H 0.1121 -0.2522 -0.8579 0.10 0.05 -0.18
H 1.4228 -2.8146 0.2052 -0.31 0.18 -0.06
H 0.6565 -1.5987 1.2499 0.07 0.03 -0.02
H 2.0602 -1.1832 0.2430 -0.13 0.03 0.02
H 1.1828 -3.6842 -5.7071 -0.02 -0.13 0.14
H 0.4353 -2.2279 -6.3203 0.01 0.06 0.24
H -1.1279 -4.4115 -4.8520 0.09 -0.17 0.04
H -1.0746 -4.1824 -6.6103 -0.04 0.02 0.18
H -1.7961 -2.9433 -5.5590 0.08 -0.05 -0.06
```
Positions in Å, forces in eV/Å.